Below is a 2-piece molecular cluster, C4H13N2OS overall in a non-equilibrium geometry, with properties calculated with ωB97M-V/def2-TZVPD.

```
21
Properties=species:S:1:pos:R:3:nbo_charge:R:1
C -1.252 0.082 1.015 -0.6421
C 0.278 0.045 1.138 -0.0756
C 0.738 -1.241 0.345 -0.5596
S 0.580 -2.906 1.170 -0.7019
N 0.959 1.241 0.653 -0.6924
C 0.799 1.580 -0.809 -0.0696
N -0.416 2.480 -1.119 -0.8686
H -1.752 1.031 1.300 0.1898
H -1.815 -0.498 1.861 0.2308
H -1.430 -0.232 0.010 0.2145
H 0.753 -0.076 2.163 0.1963
H -0.016 -1.394 -0.512 0.2180
H 1.737 -1.002 0.002 0.1722
H 1.811 1.523 1.105 0.3760
H 1.713 2.339 -0.988 0.1685
H 0.804 0.622 -1.507 0.2011
H -0.539 3.061 -0.252 0.3489
H -1.270 1.998 -1.201 0.3500
H -0.162 -2.857 -2.157 0.4563
H -0.613 -3.057 -0.646 0.5007
O -0.906 -2.741 -1.570 -1.0134
```

## Properties
Total charge: -1
E_tot (eV): -20221.2839

Below is C4H6N2 as an isolated structure in a non-equilibrium geometry, with properties calculated with ωB97M-V/def2-TZVPD.

```
12
Properties=species:S:1:pos:R:3:nbo_charge:R:1
C -0.865 0.101 0.090 0.3908
C 1.431 -0.742 0.017 -0.2676
C 1.314 0.794 -0.059 -0.1130
C 0.059 1.178 0.062 -0.2828
H -2.439 -0.863 -0.392 0.3474
H -0.243 -2.038 0.638 0.3654
H 2.042 -1.106 -0.778 0.2087
H 1.921 -0.855 1.038 0.2034
H 2.199 1.422 -0.214 0.2156
H -0.280 2.130 0.073 0.2222
N -2.128 0.064 -0.004 -0.6714
N 0.008 -1.019 -0.141 -0.6186
```

## Properties
E_tot (eV): -7222.9974

Below is C26H44Cl3CuN6OSe as an isolated structure, with properties calculated with ωB97M-V/def2-TZVPD.

```
82
Properties=species:S:1:pos:R:3:lowdin_spin:R:1
Cu -1.331 -2.061 -1.964 0.5389
N -2.450 0.066 1.219 0.0015
C -1.947 -0.902 0.446 0.0076
O -1.128 -0.642 -0.447 0.0523
C -2.421 -2.306 0.649 0.0339
C -2.763 -2.871 -0.727 0.2283
H -2.138 1.018 1.102 0.0001
H -3.150 -0.120 1.915 0.0006
H -3.260 -2.352 1.351 0.0093
H -1.584 -2.865 1.074 0.0012
H -3.719 -2.477 -1.084 0.0138
H -2.786 -3.957 -0.721 0.0141
C 1.266 -2.712 -3.384 0.0017
N 0.397 -1.551 -3.129 0.0159
C 1.220 -0.520 -2.479 0.0008
C -0.163 -1.083 -4.408 0.0001
C -1.152 0.057 -4.211 0.0005
N -2.217 -0.305 -3.264 0.0073
C -3.360 -0.880 -3.977 0.0001
C -2.655 0.875 -2.519 0.0001
H 2.138 -2.417 -3.979 0.0004
H 0.725 -3.483 -3.922 0.0000
H 1.612 -3.124 -2.437 0.0000
H 2.011 -0.170 -3.154 0.0005
H 1.681 -0.946 -1.590 0.0000
H 0.603 0.317 -2.161 -0.0001
H -0.678 -1.931 -4.866 -0.0001
H 0.631 -0.757 -5.091 0.0001
H -1.568 0.328 -5.189 0.0002
H -0.626 0.932 -3.830 0.0000
H -3.804 -0.157 -4.674 -0.0001
H -4.127 -1.182 -3.264 0.0000
H -3.045 -1.759 -4.538 -0.0001
H -3.022 1.665 -3.188 0.0001
H -1.829 1.264 -1.927 0.0001
H -3.461 0.598 -1.839 0.0001
C 5.088 0.566 0.071 0.0000
C 4.515 1.595 1.043 0.0000
C 3.516 2.545 0.383 0.0000
C 2.204 1.854 -0.001 0.0000
N 1.317 1.723 1.138 0.0000
C 1.055 0.585 1.837 0.0001
Se 1.562 -1.094 1.366 0.0005
N 0.259 0.921 2.891 -0.0001
C -0.198 0.022 3.939 0.0000
C 0.939 -0.524 4.801 0.0000
C 1.760 0.552 5.510 0.0000
C 0.995 1.255 6.630 0.0000
C -0.027 2.280 2.836 0.0000
C -0.825 3.101 3.620 0.0000
C -0.910 4.438 3.264 0.0000
C -0.231 4.942 2.156 0.0000
C 0.559 4.123 1.364 0.0000
C 0.652 2.787 1.724 0.0000
H 5.978 0.102 0.494 0.0000
H 5.374 1.049 -0.866 0.0000
H 4.378 -0.233 -0.147 0.0000
H 5.333 2.192 1.450 0.0000
H 4.031 1.083 1.880 0.0000
H 3.961 2.971 -0.519 0.0000
H 3.293 3.369 1.064 0.0000
H 2.401 0.852 -0.376 0.0000
H 1.677 2.425 -0.771 0.0000
H -0.721 -0.817 3.478 0.0000
H -0.905 0.583 4.550 0.0000
H 1.590 -1.122 4.164 0.0000
H 0.497 -1.195 5.543 0.0000
H 2.103 1.296 4.783 0.0000
H 2.649 0.071 5.921 0.0000
H 0.197 1.883 6.231 0.0000
H 1.669 1.891 7.203 0.0000
H 0.559 0.524 7.313 0.0000
H -1.374 2.721 4.471 0.0000
H -1.511 5.108 3.864 0.0000
H -0.326 5.990 1.909 0.0000
H 1.084 4.514 0.504 0.0000
Cl -1.903 -6.690 -5.169 0.0015
C -2.897 -5.309 -4.650 0.0015
Cl -3.365 -4.347 -6.070 -0.0001
Cl -4.333 -5.871 -3.776 0.0018
C -2.104 -4.476 -3.766 0.0177
N -1.464 -3.822 -3.077 0.0478
```

## Properties
2S+1: 2
Total charge: +1
E_tot (eV): -186212.4342
⟨S²⟩: 0.75

Below is C4H12N4O as an isolated structure in a non-equilibrium geometry, with properties calculated with ωB97M-V/def2-TZVPD.

```
21
Properties=species:S:1:pos:R:3:nbo_charge:R:1
C 3.030 0.626 0.568 -0.0546
C -2.667 0.858 -0.330 -0.0411
C 2.035 -0.349 -0.800 0.3977
C -1.443 -0.545 0.545 0.4091
N 2.089 0.927 -0.472 -0.5345
N -1.418 0.871 0.374 -0.6339
N 2.950 -0.777 0.060 -0.5320
N -2.519 -0.687 -0.545 -0.5675
O -0.288 -1.146 0.132 -0.7226
H 4.100 1.122 0.308 0.2797
H 2.619 0.598 1.646 0.2517
H -3.637 1.279 0.294 0.2474
H -2.713 1.496 -1.167 0.2337
H 1.558 -0.754 -1.644 0.2443
H -1.760 -1.034 1.435 0.2010
H 1.616 1.810 -0.710 0.4677
H -1.412 1.451 1.226 0.4215
H 3.423 -1.523 0.524 0.4707
H -0.191 -2.108 0.304 0.5228
H -3.391 -1.156 -0.309 0.4685
H -1.983 -0.958 -1.438 0.4706
```

## Properties
Total charge: +2
E_tot (eV): -12330.9748

Below is a 4-piece molecular cluster, C3H11NO3 overall in a non-equilibrium geometry, with properties calculated with ωB97M-V/def2-TZVPD.

```
18
Properties=species:S:1:pos:R:3:nbo_charge:R:1
C 0.334 2.213 -0.791 -0.0359
C -0.795 1.651 -1.248 -0.4449
C 0.922 1.233 1.178 -0.0338
N 1.330 1.704 0.081 -0.4589
H 0.445 3.292 -0.888 0.1973
H -0.867 0.645 -1.637 0.2104
H -1.627 2.341 -1.311 0.2162
H 1.669 1.036 1.951 0.1630
H -0.093 0.927 1.436 0.1898
H 1.417 -0.311 -0.655 0.4909
H 2.156 -1.038 0.435 0.4814
O 1.786 -1.185 -0.447 -0.9407
H -1.767 -1.592 0.324 0.4982
H -2.472 -1.377 1.625 0.4608
O -2.213 -0.890 0.835 -0.9720
H -0.266 -3.680 -0.380 0.4815
H 0.411 -2.208 -0.363 0.5080
O -0.369 -2.760 -0.144 -1.0113
```

## Properties
E_tot (eV): -10919.8660
SMILES: C=CN=C.O.O.O

Below is C3H5NO as an isolated structure in a non-equilibrium geometry, with properties calculated with ωB97M-V/def2-TZVPD.

```
10
Properties=species:S:1:pos:R:3:nbo_charge:R:1
C -0.764 0.883 0.452 -0.6733
C 1.437 0.972 0.006 0.4853
C -1.134 -0.166 -0.235 0.4527
N -1.205 -1.148 -0.929 -0.6276
O 1.647 1.124 -1.113 -0.5285
H -2.058 -1.645 -1.137 0.3926
H 1.861 -1.738 0.740 0.0061
H -0.899 1.869 0.043 0.2565
H -0.614 0.809 1.512 0.2606
H 1.728 -0.960 0.662 -0.0243
```

## Properties
E_tot (eV): -6726.2324

Below is C2H8O3 as an isolated structure in a non-equilibrium geometry, with properties calculated with ωB97M-V/def2-TZVPD.

```
13
Properties=species:S:1:pos:R:3:nbo_charge:R:1
C 3.317 0.860 -0.311 -0.4717
C 2.341 0.161 0.314 0.4824
O 1.653 -0.717 -0.487 -0.5530
H 3.840 1.703 0.113 0.2371
H 3.728 0.500 -1.250 0.2348
H -0.406 -0.470 0.796 0.0057
H -0.518 0.255 0.737 -0.0088
H 1.544 -0.266 -1.337 0.5019
H -3.524 1.105 -0.864 0.4529
O -2.768 0.921 -0.301 -0.9238
H -3.521 -1.250 1.483 0.4409
H -2.836 -0.058 0.239 0.4625
O -2.914 -1.206 0.738 -0.8610
```

## Properties
E_tot (eV): -8335.8735

Below is the molecule C6H9IO in a non-equilibrium geometry, with properties calculated with ωB97M-V/def2-TZVPD.

```
17
Properties=species:S:1:pos:R:3:nbo_charge:R:1
C -0.366 0.556 -0.588 -0.5043
C 1.344 1.773 0.907 -0.5704
C 0.683 1.629 -0.416 -0.0743
C 0.270 -0.810 0.000 0.1187
C 1.904 0.356 1.106 0.2781
C -0.805 -1.933 0.236 -0.6030
O 0.936 -0.567 1.184 -0.5460
I 3.621 -0.126 -0.208 -0.0236
H -1.190 0.848 0.069 0.2163
H -0.579 0.398 -1.620 0.2286
H 2.084 2.490 0.840 0.2359
H 0.597 1.899 1.813 0.2221
H 1.162 2.106 -1.336 0.2073
H 0.952 -1.181 -0.792 0.1840
H -1.604 -1.624 0.717 0.2018
H -0.289 -2.819 0.582 0.2257
H -1.256 -2.274 -0.806 0.2034
```

## Properties
E_tot (eV): -16511.9237